No. 1
Density functional theory data (ωB97M-V/def2-TZVPD) for 2 unconnected molecules or ions with the total composition C7H11BrN2O in a non-equilibrium geometry.

Last column: Löwdin charge in e.
CARTESIAN COORDINATES (ANGSTROEM)
C1 1.253764 -1.314989 -1.685033  -0.033
C2 0.588384 0.150222 -1.494195  -0.312
C3 1.742787 1.082671 -1.053978  -0.061
C4 -0.529008 0.179454 -0.547007  -0.294
C5 -1.843739 0.588417 -0.875147  0.013
C6 -2.566814 0.446938 0.281904  -0.036
N1 -1.657801 0.210222 1.275717  -0.090
C7 -1.889132 0.017209 2.634106  -0.274
O1 -1.099733 0.025455 3.521701  0.079
N2 -0.382652 0.024524 0.748358  0.186
H1 1.756438 -1.622879 -0.792181  0.074
H2 1.935226 -1.415395 -2.487639  0.061
H3 0.511830 -1.901425 -2.034340  0.029
H4 0.367624 0.388305 -2.569663  0.147
H5 2.217484 0.830513 -0.075683  0.093
H6 1.436226 2.068655 -0.977148  0.051
H7 2.400336 0.869085 -1.838444  0.054
H8 -2.117196 0.710627 -1.822199  0.063
H9 -3.623425 0.634667 0.495009  0.130
H10 -2.936828 -0.237553 2.878636  0.140
Br1 2.924756 -1.121491 3.205744  0.233
H11 1.511472 -0.613234 3.211483  -0.252

Atoms 1-6, force components in eV/Å:
0.2 3.1 1.3
2.9 -1.6 -1.0
-0.5 -2.2 1.1
-0.6 1.0 0.5
0.4 -1.8 3.6
-0.3 1.1 -0.3

Values from the calculation:
SMILES: CC(C)c1ccn(C=O)n1.Br
Frontier orbital gap (eV): 10.3857
E_HOMO (hartree): -0.367
Energy above the lowest of the compared OMol25 structures with the same formula, charge and spin (kcal per mole): 20.4

---

No. 2
Density functional theory data (ωB97M-V/def2-TZVPD) for a gas-phase ion, C7H11BrN4 (charge +2) in a non-equilibrium geometry.

Last column: Löwdin charge in e.
CARTESIAN COORDINATES (ANGSTROEM)
C1 -2.915733 0.339913 -0.150259  0.027
C2 -2.740232 -1.910502 0.169159  -0.347
C3 -4.152510 -0.335578 0.223559  -0.723
C4 -0.397086 1.504267 0.374560  0.021
C5 -0.591803 -0.819450 -0.190043  0.071
C6 0.375097 2.725818 0.186347  0.001
C7 1.056751 0.423740 -1.288636  0.041
N1 -3.944787 -1.617272 0.363870  0.141
N2 -1.956660 -0.736338 -0.108875  0.014
N3 -2.202861 -3.183845 0.401873  0.320
N4 0.028035 0.347393 -0.182326  -0.068
Br1 -5.900365 0.294984 0.073958  0.900
H1 -2.671040 1.368982 -0.435947  0.132
H2 -1.452054 -2.725905 -0.020865  0.088
H3 -0.813915 1.457428 1.391776  0.177
H4 1.052933 2.887513 1.006205  0.132
H5 0.991152 2.746871 -0.676591  0.065
H6 -0.189771 3.703650 0.041033  0.162
H7 1.101977 1.295282 -1.971535  0.124
H8 0.840264 -0.450898 -1.863658  0.084
H9 2.110213 0.331892 -0.903421  0.148
H10 -2.872820 -3.839658 -0.192789  0.277
H11 -2.166145 -3.446564 1.392337  0.210

Atoms 1-6, force components in eV/Å:
-2.3 -2.0 1.3
-2.3 3.6 1.0
1.8 4.9 -2.5
2.9 -0.8 1.9
-3.1 -3.0 0.8
-0.9 1.8 -1.4

Values from the calculation:
Frontier orbital gap (spin up / spin down) (eV): 6.3446 / 6.3456
E_HOMO (spin up / spin down) (hartree): -0.601 / -0.601
Energy above the lowest of the compared OMol25 structures with the same formula, charge and spin (kcal per mole): 47.1
Total charge: +2

---

No. 3
Density functional theory data (ωB97M-V/def2-TZVPD) for 2 unconnected molecules or ions with the total composition C7H11BrNO in a non-equilibrium geometry.

Last column: Löwdin charge in e.
CARTESIAN COORDINATES (ANGSTROEM)
C1 -0.806236 1.770697 0.399043  0.028
C2 0.056790 1.939644 1.501212  -0.013
C3 -0.516042 1.028123 -0.741787  -0.003
C4 1.375612 1.591306 1.363008  -0.052
C5 0.841055 0.655513 -0.934494  -0.248
C6 1.864486 1.092193 0.078661  -0.519
C7 -1.569789 -2.420637 0.065314  -0.146
N1 1.107913 -0.058277 -2.065072  0.211
O1 -0.415943 -1.647387 -0.268671  -0.196
Br1 3.214589 -0.382356 0.384503  0.760
H1 -1.807419 2.094048 0.526130  0.120
H2 -0.284460 2.279435 2.401238  0.097
H3 -1.259559 0.707778 -1.475717  0.139
H4 2.008193 1.916924 2.101484  0.099
H5 2.543020 1.728018 -0.347391  0.078
H6 -2.435106 -1.885706 -0.279200  0.062
H7 -1.550365 -2.612249 1.194793  0.114
H8 -1.808825 -3.346178 -0.528767  0.095
H9 1.923323 -0.108695 -2.587018  0.106
H10 0.318353 -0.479204 -2.527804  0.130
H11 0.352403 -2.118838 0.256346  0.140

Atoms 1-6, force components in eV/Å:
-0.5 -1.9 -1.5
3.1 -1.5 -2.1
0.5 0.8 1.5
-3.4 0.7 -1.2
-0.3 -0.9 -1.9
-0.4 -2.9 0.2

Values from the calculation:
Frontier orbital gap (eV): 7.5650
E_HOMO (hartree): -0.489
Energy above the lowest of the compared OMol25 structures with the same formula, charge and spin (kcal per mole): 28.5
Total charge: +1

---

No. 4
Density functional theory data (ωB97M-V/def2-TZVPD) for a molecular structure, C7H11CaGaO2P in a non-equilibrium geometry.

Last column: Löwdin charge in e.
CARTESIAN COORDINATES (ANGSTROEM)
O1 5.185369 -1.522481 1.087838  -0.649
P1 4.902344 -0.657620 -0.194280  0.472
Ga1 3.039858 0.732466 0.068868  0.236
C1 1.222682 -0.294998 0.138939  -0.334
O2 0.241127 0.577317 -0.521756  -0.185
C2 -1.076131 0.158923 -0.317243  -0.169
C3 -2.170425 1.288490 -0.402128  -0.231
C4 -3.739525 0.998691 -0.242307  -0.163
C5 -4.148804 -0.474171 0.010172  -0.034
C6 -3.040625 -1.570747 0.128680  0.012
C7 -1.515766 -1.306284 -0.021736  0.069
H1 4.910478 -1.455229 -1.386711  -0.062
H2 6.055775 0.224761 -0.307294  -0.042
H3 3.051649 1.818478 -1.134407  -0.114
H4 3.164747 1.530807 1.455516  -0.108
H5 1.275474 -1.358063 -0.277660  0.073
H6 0.918965 -0.387881 1.251661  0.080
H7 -1.804288 2.370712 -0.598969  0.033
H8 -4.509240 1.851547 -0.330285  0.089
H9 -5.261235 -0.741200 0.099775  0.117
H10 -3.369658 -2.642516 0.332243  0.116
H11 -0.756378 -2.157328 0.079416  0.127
Ca1 -2.576394 3.016323 1.081669  1.666

Atoms 1-6, force components in eV/Å:
-0.8 1.2 -2.4
1.4 -1.5 3.3
-0.1 0.8 -0.2
1.0 -1.3 1.6
-4.5 -1.7 0.8
-0.8 0.7 -0.4

Values from the calculation:
Frontier orbital gap (eV): 1.8119
E_HOMO (hartree): -0.328
Total charge: +1

---

No. 5
Density functional theory data (ωB97M-V/def2-TZVPD) for a single C7H11Cl molecule in a non-equilibrium geometry.

Last column: Löwdin charge in e.
CARTESIAN COORDINATES (ANGSTROEM)
C1 -1.830785 -1.539627 0.746047  -0.096
C2 -0.496631 -2.064035 0.242606  -0.162
C3 0.585818 -1.446479 -0.214897  -0.075
C4 0.859993 0.050252 -0.423042  -0.323
C5 -0.137420 1.036408 -0.994606  -0.185
C6 0.579364 2.153629 -0.279064  -0.664
Cl1 1.884325 2.921755 -1.242337  0.581
C7 1.150231 1.088796 0.668240  -0.161
H1 -1.871844 -0.405436 0.755849  0.071
H2 -2.071552 -2.029331 1.737329  0.091
H3 -2.645178 -1.839713 0.120635  0.053
H4 -0.453304 -3.163406 0.262694  0.097
H5 1.491994 -2.012511 -0.455225  0.099
H6 1.765078 0.019629 -1.106955  0.137
H7 -1.015287 0.858382 -0.409770  0.077
H8 -0.402762 1.118833 -2.100916  0.144
H9 0.037168 2.988515 0.120679  0.084
H10 0.410002 1.016825 1.447367  0.106
H11 2.160791 1.247513 1.125367  0.124

Atoms 1-6, force components in eV/Å:
0.7 1.0 0.8
-0.5 -0.8 0.1
0.4 1.3 0.4
2.1 -1.6 -1.5
-0.9 0.1 -1.6
1.0 0.4 0.0

Values from the calculation:
SMILES: C/C=C\[C@H]1C[C@H](Cl)C1
Frontier orbital gap (eV): 10.4056
E_HOMO (hartree): -0.348
Energy above the lowest of the compared OMol25 structures with the same formula, charge and spin (kcal per mole): 28.4

---

No. 6
Density functional theory data (ωB97M-V/def2-TZVPD) for a gas-phase ion, C7H11Cl2N2 (charge +1) in a non-equilibrium geometry.

Last column: Löwdin charge in e.
CARTESIAN COORDINATES (ANGSTROEM)
C1 2.159055 1.284072 0.479064  -0.033
C2 0.680660 1.433827 0.203076  -0.437
C3 0.205879 1.545701 -1.017375  -0.607
Cl1 -1.371516 1.776989 -1.393051  0.789
N1 0.032998 1.471134 1.477932  0.158
C4 -0.910230 0.657957 1.705785  -0.170
C5 -1.483353 -0.311422 0.766736  -0.589
Cl2 -3.224818 -0.128484 0.544174  0.757
C6 -0.733201 -1.152013 0.080260  -0.342
C7 0.648803 -1.598868 0.188523  0.003
N2 -1.331120 -1.463491 -1.254228  0.190
H1 2.481939 0.452370 1.088617  0.073
H2 2.503489 2.302466 0.790090  0.115
H3 2.554265 0.990287 -0.535306  0.096
H4 0.935535 1.692089 -1.825664  0.101
H5 -1.414844 0.817143 2.687535  0.140
H6 0.951431 -1.303970 1.167228  0.103
H7 1.087126 -1.291787 -0.723382  0.093
H8 0.705196 -2.682580 0.106737  0.113
H9 -2.430881 -1.370489 -1.075451  0.148
H10 -1.048576 -2.396447 -1.567345  0.171
H11 -0.997827 -0.724488 -1.893946  0.129

Atoms 1-6, force components in eV/Å:
0.3 0.8 -2.8
1.4 -0.9 2.9
2.6 0.5 -0.5
-2.6 0.6 -0.9
-0.6 -0.3 -1.8
-0.9 0.8 2.4

Values from the calculation:
SMILES: CC(=C/Cl)/N=C\C(Cl)=C(/C)[NH3+]
Frontier orbital gap (eV): 8.5919
E_HOMO (hartree): -0.467
Energy above the lowest of the compared OMol25 structures with the same formula, charge and spin (kcal per mole): 41.3
Total charge: +1

---

Electronic energy? In order: -3032.039983 -3065.514424 -2977.012021 -3366.953556 -733.450240 -1302.878677 hartree.